Below is 6 unconnected molecules or ions with the total composition H12O6 in a non-equilibrium geometry, with properties calculated with ωB97M-V/def2-TZVPD.

ORCA input file:
```
! wB97M-V def2-TZVPD RIJCOSX def2/J DEFGRID3
* xyz 0 1
O 24.297 7.708 25.090
H 24.908 8.125 25.738
H 24.782 7.002 25.247
O 22.077 8.194 23.275
H 21.953 8.866 22.498
H 22.968 8.167 23.628
O 26.155 9.950 26.861
H 26.845 9.996 27.541
H 25.482 10.351 27.302
O 25.101 4.451 23.745
H 25.451 3.639 23.347
H 25.442 4.054 24.540
O 25.728 9.647 23.060
H 26.597 9.158 22.750
H 25.100 9.002 23.423
O 24.804 4.614 26.719
H 24.239 3.871 26.264
H 24.276 5.328 27.004
*
```

Calculated values
LUMO level: 0.32 eV
HOMO-LUMO gap: 10.97 eV
electronic energy: -458.55691 Eh
ΔE to the lowest compared entry with this formula, charge and spin: 3.145 eV
SMILES: O.O.O.O.O.O
HOMO energy: -10.652 eV

These are the Mulliken partial charges, in e, on atoms 1 to 8: atom 1 (O): -0.59, atom 2 (H): 0.34, atom 3 (H): 0.25, atom 4 (O): -0.67, atom 5 (H): 0.33, atom 6 (H): 0.34, atom 7 (O): -0.60, atom 8 (H): 0.31

---

Below is 6 unconnected molecules or ions with the total composition H12O6, with properties calculated with ωB97M-V/def2-TZVPD.

ORCA input file:
```
! wB97M-V def2-TZVPD RIJCOSX def2/J DEFGRID3
* xyz 0 1
O 1.338 -5.756 -3.499
H 1.310 -4.820 -3.259
H 2.262 -5.847 -3.761
O -2.632 4.575 1.721
H -3.210 4.751 0.989
H -3.110 3.866 2.170
O -1.218 -0.077 5.860
H -1.382 0.026 6.801
H -2.049 -0.383 5.485
O -0.323 2.329 -0.245
H -1.053 2.280 0.376
H 0.311 2.975 0.077
O 2.876 -0.871 -2.620
H 2.872 -0.590 -3.537
H 2.008 -0.666 -2.243
O 0.259 -0.390 -1.409
H -0.030 -0.889 -0.643
H 0.278 0.545 -1.167
*
```

Calculated values
LUMO level: 0.19 eV
HOMO-LUMO gap: 10.97 eV
electronic energy: -458.62015 Eh
ΔE to the lowest compared entry with this formula, charge and spin: 1.424 eV
SMILES: O.O.O.O.O.O
HOMO energy: -10.782 eV

These are the Mulliken partial charges, in e, on atoms 1 to 8: atom 1 (O): -0.65, atom 2 (H): 0.33, atom 3 (H): 0.32, atom 4 (O): -0.64, atom 5 (H): 0.32, atom 6 (H): 0.32, atom 7 (O): -0.64, atom 8 (H): 0.32

---

Below is 6 unconnected molecules or ions with the total composition H12O6 in a non-equilibrium geometry, with properties calculated with ωB97M-V/def2-TZVPD.

ORCA input file:
```
! wB97M-V def2-TZVPD RIJCOSX def2/J DEFGRID3
* xyz 0 1
O -0.411 -1.296 -0.521
H -0.200 -1.972 -1.179
H 0.421 -0.882 -0.372
O -0.654 1.659 -2.371
H -1.065 1.763 -1.563
H 0.261 1.740 -1.992
O 3.738 0.032 2.622
H 4.509 0.569 3.028
H 3.902 0.145 1.723
O 0.001 3.535 -0.045
H -0.615 3.263 -0.798
H 0.131 2.766 0.529
O -4.412 -0.801 1.967
H -4.122 -1.765 1.803
H -4.809 -0.669 2.828
O 1.452 -2.619 -1.770
H 0.941 -2.145 -2.521
H 0.933 -3.324 -1.370
*
```

Calculated values
LUMO level: 0.15 eV
HOMO-LUMO gap: 11.53 eV
electronic energy: -458.56667 Eh
ΔE to the lowest compared entry with this formula, charge and spin: 2.879 eV
SMILES: O.O.O.O.O.O
HOMO energy: -11.380 eV

These are the Mulliken partial charges, in e, on atoms 1 to 8: atom 1 (O): -0.60, atom 2 (H): 0.28, atom 3 (H): 0.32, atom 4 (O): -0.62, atom 5 (H): 0.26, atom 6 (H): 0.34, atom 7 (O): -0.63, atom 8 (H): 0.33

---

Below is 6 unconnected molecules or ions with the total composition H12O6 in a non-equilibrium geometry, with properties calculated with ωB97M-V/def2-TZVPD.

ORCA input file:
```
! wB97M-V def2-TZVPD RIJCOSX def2/J DEFGRID3
* xyz 0 1
O -15.402 -13.790 20.224
H -15.193 -12.917 19.893
H -14.564 -14.140 20.525
O -12.434 -11.135 20.010
H -12.237 -10.487 20.687
H -11.716 -11.765 20.063
O -14.578 -10.198 17.869
H -14.707 -11.059 18.266
H -15.071 -9.599 18.430
O -14.353 -12.107 19.249
H -13.579 -11.710 19.649
H -14.011 -12.845 18.745
O -13.990 -10.347 21.425
H -14.279 -9.620 21.976
H -13.863 -9.956 20.560
O -13.733 -13.521 17.520
H -12.910 -13.935 17.782
H -14.327 -14.253 17.353
*
```

Calculated values
LUMO level: 0.00 eV
HOMO-LUMO gap: 9.48 eV
electronic energy: -458.52696 Eh
ΔE to the lowest compared entry with this formula, charge and spin: 3.960 eV
SMILES: O.O.O.O.O.O
HOMO energy: -9.483 eV

These are the Mulliken partial charges, in e, on atoms 1 to 8: atom 1 (O): -0.74, atom 2 (H): 0.46, atom 3 (H): 0.25, atom 4 (O): -0.59, atom 5 (H): 0.32, atom 6 (H): 0.28, atom 7 (O): -0.70, atom 8 (H): 0.42

---

> Among the records above, which one has the highest LUMO level?

number 1